[1]
DFT (ωB97M-V with the def2-TZVPD basis set) results for a 10-piece molecular cluster, C47H102N4O10S2 overall at a distorted geometry.

```
! RIJCOSX wB97M-V def2-TZVPD def2/J DEFGRID3
* xyz 0 1
C -2.4100 -2.8579 2.9812
C -2.6783 -2.4722 1.4733
C -1.3845 -2.3210 0.5869
C -0.2859 -1.3578 1.2305
N -0.8181 0.0161 1.2056
C -0.1040 0.9331 2.0465
N 0.4306 0.4984 3.2114
C 1.0523 1.4994 3.9475
C 1.6488 1.1215 5.2609
C 2.3284 2.0907 6.1301
S 3.0325 1.4893 7.6876
C 2.3700 3.5130 5.6639
C 3.1061 4.5418 6.6096
N 4.5768 4.4082 6.4147
C 5.0308 4.9719 5.1268
C 1.7522 3.8906 4.3963
C 1.7720 5.3908 3.9658
C 0.2071 5.8926 4.3373
C -0.5633 4.9445 5.4120
O 0.0021 6.3776 5.7098
C 1.0901 2.8905 3.4797
N 0.5793 3.3858 2.2854
C -0.0141 2.3653 1.6178
C -0.6861 2.7395 0.2402
C -2.2463 2.8531 0.5042
C -2.9445 4.0249 -0.3262
S -4.7453 3.6115 -0.5932
H -3.3976 -2.8829 3.5080
H -1.8277 -3.8164 3.0800
H -1.8318 -1.9989 3.4377
H -3.2329 -1.4839 1.4537
H -3.4065 -3.2216 1.0426
H -1.6166 -1.8795 -0.4278
H -0.9842 -3.3525 0.3928
H 0.6266 -1.4109 0.5686
H -0.0786 -1.7738 2.2485
H -1.8286 0.0623 1.3321
H 1.6124 0.0644 5.6260
H 2.8728 0.1138 7.6411
H 2.8895 4.2391 7.6741
H 2.7428 5.5921 6.4950
H 4.7730 3.4018 6.3484
H 6.0153 4.4760 4.8741
H 5.2312 6.0827 5.1706
H 4.3454 4.7831 4.2554
H 1.8688 5.5419 2.8641
H 2.4417 6.0294 4.5857
H -0.4275 6.3393 3.4828
H -0.0224 4.5830 6.3134
H -1.6842 4.9533 5.4323
H -0.5491 1.8421 -0.4331
H -0.2300 3.6452 -0.2293
H -2.8012 1.9135 0.2146
H -2.4663 3.0580 1.5947
H -2.4576 4.0231 -1.3367
H -2.8427 5.0174 0.1928
H -4.8344 2.4084 -1.2703
C -6.2264 3.2436 4.2902
C -5.0810 4.1346 4.7448
C -5.3869 5.6024 4.4894
O -3.8892 3.7690 4.0504
H -6.3996 3.3512 3.2149
H -5.9888 2.1926 4.4695
H -7.1508 3.4879 4.8182
H -4.8946 3.9784 5.8099
H -5.5321 5.7892 3.4208
H -4.5521 6.2297 4.8105
H -6.2861 5.9174 5.0234
H -4.0428 3.9031 3.1065
C 3.4704 -2.8466 3.9938
C 4.0300 -2.0977 5.1922
C 5.4999 -2.4207 5.4095
O 3.2878 -2.4481 6.3621
H 3.5408 -3.9285 4.1427
H 2.4115 -2.6135 3.8559
H 4.0074 -2.5858 3.0793
H 3.9086 -1.0216 5.0425
H 5.6383 -3.4883 5.6066
H 5.8858 -1.8845 6.2796
H 6.0974 -2.1472 4.5372
H 3.3874 -3.3973 6.5050
C 3.4081 -7.4803 5.6692
C 3.2691 -7.1527 4.1906
C 3.1402 -8.4153 3.3533
O 4.4108 -6.4089 3.7599
H 4.3064 -8.0776 5.8525
H 3.5105 -6.5651 6.2572
H 2.5409 -8.0346 6.0342
H 2.3927 -6.5187 4.0357
H 4.0285 -9.0448 3.4574
H 3.0522 -8.1659 2.2938
H 2.2644 -8.9972 3.6495
H 5.1918 -6.9601 3.8934
C 7.3625 -8.1177 -0.0631
C 6.0783 -8.8895 0.1950
C 4.8654 -8.1263 -0.3116
O 5.9400 -9.1295 1.5959
H 7.3493 -7.1555 0.4580
H 8.2250 -8.6716 0.3149
H 7.5047 -7.9339 -1.1303
H 6.1305 -9.8641 -0.2957
H 4.7680 -7.1639 0.2008
H 3.9483 -8.6859 -0.1109
H 4.9361 -7.9435 -1.3863
H 5.8929 -8.2741 2.0399
C -7.4110 1.9806 -5.3978
C -6.6272 2.3147 -4.1382
C -6.2875 3.7946 -4.0747
O -5.4225 1.5483 -4.1103
H -6.8257 2.2132 -6.2927
H -7.6387 0.9128 -5.4359
H -8.3486 2.5395 -5.4396
H -7.2100 2.0332 -3.2576
H -5.6642 4.0896 -4.9253
H -5.7153 4.0181 -3.1713
H -7.1921 4.4075 -4.0765
H -4.8999 1.7898 -4.8852
C -3.4682 7.6227 -3.7772
C -2.9152 8.3711 -2.5752
C -1.4538 8.0261 -2.3326
O -3.6796 8.0420 -1.4177
H -3.4187 6.5405 -3.6190
H -4.5206 7.8718 -3.9328
H -2.9126 7.8681 -4.6857
H -3.0168 9.4469 -2.7343
H -1.3355 6.9576 -2.1256
H -1.0733 8.5621 -1.4605
H -0.8379 8.2836 -3.1972
H -3.5971 7.0919 -1.2672
C 4.4803 -8.6966 -4.5753
C 4.6434 -7.1989 -4.3661
C 4.5369 -6.4429 -5.6808
O 5.9131 -6.9379 -3.7666
H 5.2649 -9.0853 -5.2318
H 4.5693 -9.2287 -3.6251
H 3.5092 -8.9303 -5.0170
H 3.8792 -6.8394 -3.6729
H 5.3231 -6.7555 -6.3752
H 4.6667 -5.3705 -5.5179
H 3.5673 -6.6093 -6.1554
H 6.5973 -7.2516 -4.3706
C -0.0231 -6.0210 -9.5700
C 0.7826 -5.6796 -8.3262
C 1.1003 -4.1935 -8.2636
O 1.9985 -6.4265 -8.3266
H 0.5386 -5.7761 -10.4767
H -0.2348 -7.0917 -9.6076
H -0.9699 -5.4768 -9.5894
H 0.2238 -5.9734 -7.4348
H 1.6998 -3.8872 -9.1263
H 1.6877 -3.9644 -7.3717
H 0.1871 -3.5947 -8.2438
H 2.5018 -6.1753 -9.1107
C -6.5645 6.5175 -7.0732
C -5.1082 6.1032 -7.2083
C -4.3071 7.1365 -7.9851
O -5.0331 4.8437 -7.8762
H -7.0367 6.6122 -8.0560
H -7.1286 5.7608 -6.5232
H -6.6566 7.4716 -6.5495
H -4.6708 5.9707 -6.2158
H -4.7010 7.2521 -8.9994
H -3.2665 6.8197 -8.0834
H -4.3309 8.1094 -7.4890
H -5.4174 4.9503 -8.7550
*
```

Calculated total energy: -98493.768 eV
Lowest unoccupied orbital energy: -0.238 eV
Kohn-Sham gap: 7.639 eV

Mulliken population analysis, charges in e, atoms 1 to 8: atom 1 (C): -0.91, atom 2 (C): -0.34, atom 3 (C): -0.81, atom 4 (C): -0.26, atom 5 (N): 0.22, atom 6 (C): 0.12, atom 7 (N): -0.42, atom 8 (C): -0.51



[2]
DFT (ωB97M-V with the def2-TZVPD basis set) results for C7H22AsN4O8P2RuS as an isolated structure.

```
! RIJCOSX wB97M-V def2-TZVPD def2/J DEFGRID3
* xyz 0 2
Ru -0.3453 0.3910 -0.5362
N -1.0612 -1.4661 -2.2936
N -0.1937 -1.4782 -3.3823
C 0.5150 -0.3776 -3.6304
N 1.3851 -0.4144 -4.6494
S 0.2815 1.0606 -2.7646
H -0.8004 -2.2279 -1.6602
H -2.0253 -1.5468 -2.5924
H 0.1349 -2.3741 -3.7172
H 1.5323 -1.2482 -5.1917
H 2.0273 0.3498 -4.7555
O 2.4478 -2.8742 0.6589
P 1.0442 -2.3472 0.1144
O 0.4073 -3.3340 -0.8215
O 1.3201 -0.9532 -0.4056
O 0.1521 -2.2668 1.4430
P -1.4963 -2.1343 1.3706
O -1.8931 -3.6201 0.9228
O -2.0421 -1.8103 2.6925
O -1.7676 -1.2127 0.1836
H 2.4142 -3.8201 0.8393
H -1.3030 -3.8896 0.1952
N 0.3844 1.4060 3.4562
C 0.2613 1.3946 2.1268
O -0.2958 0.4409 1.5728
C 0.7165 2.5271 1.2651
C 0.9558 1.9711 -0.1411
H 0.0333 0.6108 3.9692
H 0.8757 2.1388 3.9323
H 1.5849 3.0416 1.6860
H -0.1095 3.2492 1.2688
H 1.9487 1.5177 -0.1953
H 0.9239 2.7891 -0.8627
C -3.7468 0.8040 -1.5744
As -2.3520 1.6451 -0.5317
C -2.4208 3.4828 -1.1535
C -3.1560 1.7338 1.2266
H -4.6883 1.3430 -1.4745
H -3.8553 -0.2131 -1.2003
H -3.4467 0.7863 -2.6218
H -3.4320 3.8810 -1.0783
H -2.0926 3.5151 -2.1921
H -1.7468 4.0965 -0.5566
H -4.1832 2.0910 1.1616
H -2.5821 2.4088 1.8620
H -3.1216 0.7310 1.6540
*
```

<S²>: 0.76
Calculated total energy: -122798.705 eV
Lowest unoccupied orbital energy (alpha / beta): 0.217 / 0.070 eV
Energy above the lowest of the compared OMol25 structures with the same formula, charge and spin: 0.000 eV
Kohn-Sham gap (alpha / beta): 8.265 / 8.182 eV

natural (NBO) population analysis, charges in e, atoms 1 to 8: atom 1 (Ru): 0.55, atom 2 (N): -0.65, atom 3 (N): -0.42, atom 4 (C): 0.34, atom 5 (N): -0.77, atom 6 (S): -0.04, atom 7 (H): 0.44, atom 8 (H): 0.37



[3]
DFT (ωB97M-V with the def2-TZVPD basis set) results for C3H3ErFO2 as an isolated structure at a distorted geometry.

```
! RIJCOSX wB97M-V def2-TZVPD def2/J DEFGRID3
* xyz 3 4
F 2.1424 2.3531 -0.0720
H 0.2870 1.2625 -1.2054
H 1.5796 -1.1189 -0.2911
O -0.2325 -1.1038 0.8029
O -1.3995 -0.0316 -0.5978
C 0.6469 -0.5973 -0.1406
C -0.0956 0.1831 -0.9594
C -1.4464 -0.8158 0.4507
H 2.2177 1.4955 0.4212
Er -3.6996 -1.6268 1.5916
*
```

<S²>: 3.79
Calculated total energy: -37552.614 eV
Lowest unoccupied orbital energy (alpha / beta): -14.453 / -17.977 eV
Energy above the lowest of the compared OMol25 structures with the same formula, charge and spin: 1.380 eV
Kohn-Sham gap (alpha / beta): 9.056 / 3.700 eV

natural (NBO) population analysis, charges in e, atoms 1 to 8: atom 1 (F): -0.51, atom 2 (H): 0.38, atom 3 (H): 0.33, atom 4 (O): -0.36, atom 5 (O): -0.37, atom 6 (C): 0.28, atom 7 (C): 0.29, atom 8 (C): 0.29



[4]
DFT (ωB97M-V with the def2-TZVPD basis set) results for one molecule with the formula C6H5NO at a distorted geometry.

```
! RIJCOSX wB97M-V def2-TZVPD def2/J DEFGRID3
* xyz 0 1
C 3.0229 -0.3328 -0.1223
C 1.8768 -0.6958 0.3054
C 0.4185 -0.6908 0.1803
N -0.2518 -1.8365 0.2417
C -1.4248 -1.7212 -0.0120
O -1.8309 -0.4397 0.0188
C -0.5710 0.1885 0.1532
C -0.7020 1.7149 0.1559
H 4.0592 -0.3766 -0.2840
H -2.4071 -2.3384 -0.4733
H 0.1843 2.2337 -0.5884
H -0.8211 2.3455 1.0666
H -1.5530 1.9490 -0.6418
*
```

Calculated total energy: -9835.476 eV
Lowest unoccupied orbital energy: 0.771 eV
Energy above the lowest of the compared OMol25 structures with the same formula, charge and spin: 3.732 eV
Kohn-Sham gap: 9.812 eV

natural (NBO) population analysis, charges in e, atoms 1 to 8: atom 1 (C): -0.18, atom 2 (C): -0.01, atom 3 (C): -0.03, atom 4 (N): -0.47, atom 5 (C): 0.36, atom 6 (O): -0.43, atom 7 (C): 0.28, atom 8 (C): -0.68



Question: The highest calculated total energy belongs to which entry?
Answer: C6H5NO



Question: calculated total energy of number 4 (C6H5NO)?
Answer: -9835.476 eV



Repeat the second record exactly.
DFT (ωB97M-V with the def2-TZVPD basis set) results for C7H22AsN4O8P2RuS as an isolated structure.

```
! RIJCOSX wB97M-V def2-TZVPD def2/J DEFGRID3
* xyz 0 2
Ru -0.3453 0.3910 -0.5362
N -1.0612 -1.4661 -2.2936
N -0.1937 -1.4782 -3.3823
C 0.5150 -0.3776 -3.6304
N 1.3851 -0.4144 -4.6494
S 0.2815 1.0606 -2.7646
H -0.8004 -2.2279 -1.6602
H -2.0253 -1.5468 -2.5924
H 0.1349 -2.3741 -3.7172
H 1.5323 -1.2482 -5.1917
H 2.0273 0.3498 -4.7555
O 2.4478 -2.8742 0.6589
P 1.0442 -2.3472 0.1144
O 0.4073 -3.3340 -0.8215
O 1.3201 -0.9532 -0.4056
O 0.1521 -2.2668 1.4430
P -1.4963 -2.1343 1.3706
O -1.8931 -3.6201 0.9228
O -2.0421 -1.8103 2.6925
O -1.7676 -1.2127 0.1836
H 2.4142 -3.8201 0.8393
H -1.3030 -3.8896 0.1952
N 0.3844 1.4060 3.4562
C 0.2613 1.3946 2.1268
O -0.2958 0.4409 1.5728
C 0.7165 2.5271 1.2651
C 0.9558 1.9711 -0.1411
H 0.0333 0.6108 3.9692
H 0.8757 2.1388 3.9323
H 1.5849 3.0416 1.6860
H -0.1095 3.2492 1.2688
H 1.9487 1.5177 -0.1953
H 0.9239 2.7891 -0.8627
C -3.7468 0.8040 -1.5744
As -2.3520 1.6451 -0.5317
C -2.4208 3.4828 -1.1535
C -3.1560 1.7338 1.2266
H -4.6883 1.3430 -1.4745
H -3.8553 -0.2131 -1.2003
H -3.4467 0.7863 -2.6218
H -3.4320 3.8810 -1.0783
H -2.0926 3.5151 -2.1921
H -1.7468 4.0965 -0.5566
H -4.1832 2.0910 1.1616
H -2.5821 2.4088 1.8620
H -3.1216 0.7310 1.6540
*
```

<S²>: 0.76
Calculated total energy: -122798.705 eV
Lowest unoccupied orbital energy (alpha / beta): 0.217 / 0.070 eV
Energy above the lowest of the compared OMol25 structures with the same formula, charge and spin: 0.000 eV
Kohn-Sham gap (alpha / beta): 8.265 / 8.182 eV

natural (NBO) population analysis, charges in e, atoms 1 to 8: atom 1 (Ru): 0.55, atom 2 (N): -0.65, atom 3 (N): -0.42, atom 4 (C): 0.34, atom 5 (N): -0.77, atom 6 (S): -0.04, atom 7 (H): 0.44, atom 8 (H): 0.37